Record 1
Here is a molecular structure, C38H55AuN6P from the Open Molecules 2025 dataset. Energies are from wB97M-V/def2-TZVPD.

ORCA input file:
```
! RIJCOSX wB97M-V def2-TZVPD def2/J DEFGRID3
* xyz 1 1
C -1.443 0.558 1.389
C -2.763 1.904 -0.629
H 0.956 -6.641 2.561
C -4.832 0.491 -0.398
C -5.778 1.035 0.680
C 1.914 1.707 0.332
C -1.090 3.725 -0.798
C 3.117 2.122 0.930
C -5.058 -1.005 -0.609
H -4.849 -1.568 0.306
C 3.647 -0.365 -1.076
C 1.743 3.169 -2.809
C 2.014 2.844 2.900
C -2.301 4.543 -1.276
C -2.737 0.209 1.007
H 2.277 -3.233 4.817
H -0.750 -2.051 3.585
N 0.189 -4.882 0.383
C 2.871 2.180 -2.525
H 3.315 2.188 -4.630
H -5.603 0.533 1.636
H 4.095 -0.222 1.057
H -1.980 5.562 -1.493
H -3.946 -4.419 -0.749
N -3.893 -4.919 -3.213
H 2.447 -2.079 -1.690
H -5.063 0.998 -1.339
H -1.371 0.191 4.824
H 3.831 3.579 -1.160
C 0.743 -4.689 1.636
C 1.470 -2.758 2.900
H 4.975 2.441 -1.898
H -0.268 5.622 -0.161
C 5.079 0.099 -1.353
H -1.327 -2.101 1.912
H -0.092 2.684 2.862
H 4.170 -2.218 -2.063
H -0.477 3.574 -1.674
C 0.817 2.476 2.319
H 3.135 -1.188 -3.055
C 3.610 -0.899 0.355
C 3.191 2.668 2.194
H 1.621 -1.688 2.998
H -6.823 0.883 0.398
H 4.135 -1.859 0.402
C 0.066 -3.646 -0.188
H 2.588 -1.049 0.666
C -1.491 2.341 -0.260
C 3.322 -1.527 -2.035
H 1.940 -5.658 4.610
H 2.022 3.276 3.893
H -2.738 4.146 -2.193
C -3.267 -3.907 -2.607
C 0.697 1.892 1.051
H 2.082 3.898 -3.550
H -3.256 -0.550 1.584
H -6.095 -1.199 -0.892
H -2.421 -1.643 3.228
H -5.612 2.104 0.827
H 0.098 -0.014 2.787
C -1.627 0.677 3.878
C -3.398 0.827 -0.038
N 0.468 -2.675 0.578
H -3.018 -2.981 -0.814
H 5.251 0.424 -2.376
C 0.912 -3.303 1.743
N -3.305 -3.837 -1.262
N -2.622 -3.051 -3.364
H -3.840 -4.981 -4.214
H 5.731 -0.762 -1.177
C -0.318 4.595 0.207
H -4.392 -5.629 -2.708
C 4.067 3.015 -2.063
C -1.396 -1.561 2.855
C 3.164 1.444 -3.842
H 0.705 4.262 0.369
P 2.221 0.897 -1.296
C -0.739 1.566 0.668
H -0.325 -3.510 -1.188
C -0.984 -0.083 2.701
H -3.321 2.459 -1.371
C -1.932 -2.031 -2.986
H 4.148 2.950 2.616
H -3.080 4.588 -0.509
H -0.012 -5.764 -0.051
Au 0.333 -0.167 -1.953
C 1.101 -5.571 2.653
H -4.413 -1.367 -1.412
N -1.297 -1.092 -2.734
H 1.485 3.716 -1.904
H 4.282 3.742 -2.852
H -1.316 1.721 3.937
H -2.714 0.670 3.772
C 1.643 -5.013 3.793
H 5.408 0.885 -0.672
H 0.866 2.661 -3.213
H -0.827 4.608 1.176
H 4.035 1.988 0.374
H 2.317 0.819 -4.136
C 1.831 -3.626 3.912
H 4.056 0.822 -3.806
*
```

Computed properties:
Max |F|: 0.8 eV/A
HOMO-LUMO gap: 8.596 eV
LUMO level: -2.06 eV

---

Record 2
Here is a molecular structure, C38H56CdF3N5PS4 from the Open Molecules 2025 dataset. Energies are from wB97M-V/def2-TZVPD.

ORCA input file:
```
! RIJCOSX wB97M-V def2-TZVPD def2/J DEFGRID3
* xyz -1 1
S 0.327 2.866 1.682
H 2.089 -4.230 1.255
H -4.082 -5.658 -4.005
H 2.958 -0.968 -2.287
C 3.664 -4.130 3.577
H 1.574 0.602 -0.883
C 3.699 -1.028 2.243
H 3.328 -2.527 5.774
H 0.461 -3.928 2.175
C -4.578 -0.052 1.468
H -1.629 4.410 -1.380
F -1.555 1.406 -3.415
H 2.480 4.441 -2.537
H -5.328 -2.046 1.934
H 1.426 -4.747 -2.728
H -2.939 -5.343 -5.243
N -2.310 0.129 0.773
F -2.641 0.058 -2.164
H 2.836 -1.072 0.210
C -1.599 -2.837 -6.030
C 2.472 -1.840 5.845
C -2.031 5.617 4.750
C 5.026 -1.367 2.912
C 0.581 -4.896 -3.449
C 2.141 1.312 -4.726
H 3.853 -2.488 0.629
H -3.816 -3.156 -6.161
P 2.146 -1.644 2.999
H -1.721 6.836 -1.535
H 1.806 -3.420 -4.439
F -3.306 2.144 -2.402
H 2.472 6.809 -2.829
H -2.078 6.240 2.637
N -2.510 2.849 1.111
N 0.479 2.835 -1.850
C 2.360 -0.886 4.673
H 1.245 0.614 5.719
H 4.352 -3.976 2.747
H -1.436 -3.809 -6.513
H -2.345 4.561 4.690
C -4.849 2.890 1.699
H 4.083 -3.706 4.506
H 3.198 -0.640 -4.726
H -4.557 3.921 1.732
H -3.321 -1.666 -5.326
H 3.636 -5.218 3.784
C -3.312 -2.016 1.111
N -2.252 3.981 1.750
H -5.604 2.676 0.969
C -2.189 1.321 -2.213
C 1.302 1.990 -2.550
Cd -0.919 1.715 -0.233
C 1.129 0.056 4.813
C 0.862 -3.948 -4.632
C 1.560 4.947 -2.351
H 2.623 -1.244 6.744
S -0.443 -2.670 -4.652
C 1.498 2.253 -3.955
H 4.870 -1.800 3.916
H 0.162 -0.539 4.897
H 4.563 -0.866 0.279
C 0.405 4.201 -2.004
C 3.707 -1.399 0.779
N -0.536 5.049 2.865
H 1.710 -3.613 4.227
H 1.286 -5.370 2.477
H 5.571 -0.413 3.056
H 5.646 -2.065 2.325
C -3.039 -2.712 -5.514
H -0.750 6.929 3.555
H 0.411 8.151 -2.119
H -2.852 6.276 5.031
C -0.745 6.325 -1.767
C 1.514 -4.298 2.210
C -3.111 -5.225 -4.195
H 1.001 0.830 4.064
C -3.578 2.135 1.383
H -1.256 5.675 5.555
H -1.367 -2.025 -6.698
H 3.575 0.101 2.293
H -1.317 -1.651 0.331
H 0.947 -4.565 -5.559
C -0.716 4.962 -1.673
C -4.505 -1.428 1.559
H 2.327 1.482 -5.792
H -5.477 0.425 1.770
S -3.326 -3.440 -3.891
H 1.123 3.218 -4.322
C 2.262 -3.619 3.328
C -2.237 -1.207 0.719
C -0.937 4.011 2.116
C 1.829 0.853 -1.963
H -2.568 -6.128 -2.387
H -5.190 2.583 2.647
H -3.207 -3.098 1.084
C -1.393 6.029 3.460
H -1.382 -6.489 -3.769
C -3.456 0.740 1.189
C 0.373 7.054 -2.143
H 0.337 4.916 3.366
S -0.969 -4.469 -2.598
C 2.467 -0.069 -2.732
H 3.226 -0.208 4.666
C 2.640 0.152 -4.125
H 0.593 -5.917 -3.825
H 1.552 -2.389 5.994
C -2.047 -5.767 -3.276
C 1.545 6.345 -2.487
*
```

Computed properties:
Max |F|: 4.1 eV/A
HOMO-LUMO gap: 5.204 eV
LUMO level: 2.09 eV